Entry 1:
Below is 3 unconnected molecules or ions with the total composition C23H29N3O7, with properties calculated with ωB97M-V/def2-TZVPD.

Geometry (Å):
C (-4.2863, -4.6416, 0.7849)
C (-2.4650, 2.0009, 0.9117)
H (-1.6873, -6.7406, -0.2610)
H (-6.3485, -5.1117, 0.6841)
C (0.2564, 1.6005, -1.4277)
C (1.6420, 3.4066, -1.0619)
H (4.0330, 5.7270, 1.0498)
C (1.4495, -5.0011, -0.2654)
H (3.3262, 1.7781, -0.4816)
H (4.9032, -4.9762, -0.4290)
H (3.8907, 4.2744, 2.0448)
C (-2.8950, -5.0877, 0.5220)
H (1.5851, 5.7861, 0.8063)
O (-6.0913, -7.4729, -0.3592)
C (3.6939, -3.3241, 0.3529)
H (0.6113, 4.4668, -2.6036)
O (-1.7658, 4.5317, 1.0635)
H (2.9126, 1.9291, 1.7929)
O (-1.9484, -4.3781, 0.7864)
N (-2.0853, 2.7535, -0.2788)
C (-0.6337, 4.7283, -0.9513)
H (0.2420, -3.3474, 0.5174)
C (-5.1414, -6.7656, -0.0972)
C (3.3767, 5.1697, 1.7138)
H (2.2107, 3.0264, -1.9178)
H (1.5530, 4.1082, 1.4611)
H (-0.1764, 5.5443, -0.4127)
H (-3.1384, 3.6716, -1.8928)
C (-1.5346, 4.0095, 0.0314)
H (-1.5824, 1.7314, 1.4811)
O (-0.1581, 2.6321, -2.2152)
H (-4.1561, 2.9495, -0.6460)
C (2.3060, -2.8790, 0.6164)
C (-3.7512, -7.2108, -0.3600)
O (4.6436, -2.6143, 0.6155)
C (1.2436, 2.1191, -0.3566)
H (3.4083, 0.3979, 1.5125)
C (1.2628, -3.6548, 0.3314)
H (3.1394, 5.8357, 2.5380)
C (0.3579, 3.8613, -1.7331)
H (2.7859, 5.0810, -1.0393)
H (-3.6376, -8.1958, -0.7945)
H (2.4201, 0.2717, -0.5822)
C (-2.7084, -6.4344, -0.0747)
N (2.5487, 4.3259, -0.4110)
H (2.1929, -1.8919, 1.0498)
H (-3.2957, 1.9020, -1.7404)
H (2.9559, -6.4324, -0.9640)
C (-5.3269, -5.4189, 0.4989)
H (0.5944, 2.1774, 0.5195)
H (-3.2256, 2.4943, 1.5160)
O (-0.1505, 0.5433, -1.5699)
C (3.8815, -4.6699, -0.2435)
N (2.6539, 1.0554, 1.3519)
H (-4.4007, -3.6564, 1.2193)
C (-3.2209, 2.8415, -1.2021)
O (0.5028, -5.7113, -0.5300)
C (2.1126, 4.8389, 0.8895)
C (2.4578, 1.2418, -0.0952)
H (-1.2871, 5.1849, -1.6960)
C (2.8411, -5.4475, -0.5291)
H (-2.8968, 1.0665, 0.5599)

Results
* HOMO energy: -9.24 eV
* total energy: -1584.67546 Eh
* SMILES: CCN[C@@H]1[C@H](CC(=O)N(C)C)OC(=O)[C@H]1CN.O=C1C=CC(=O)C=C1.O=C1C=CC(=O)C=C1
* relative energy (zero: lowest compared OMol25 entry of this formula, charge and spin): 124.8 kcal per mole
* charge: 0
* multiplicity: 1
* largest force on an atom: 5.32 eV/A
* orbital gap: 7.884 eV

Entry 2:
Below is 13 unconnected molecules or ions with the total composition C5H37NO13, with properties calculated with ωB97M-V/def2-TZVPD.

Geometry (Å):
H (0.2854, 0.4765, -2.4079)
H (3.3434, -1.7643, -1.0454)
O (-2.0230, 3.0926, 0.7984)
H (-2.9094, 3.2750, 1.1548)
H (0.7434, -2.4435, 1.7175)
H (1.5835, 2.4147, -0.3683)
H (-0.8892, -2.9770, -0.4455)
C (-1.8570, 0.9595, -2.1688)
H (-3.0812, 2.8254, -1.6360)
H (-3.1735, -2.7762, 1.0047)
N (-0.4317, -0.4521, -0.6404)
H (-1.7369, 3.9624, 0.4828)
O (-1.4066, -3.4770, 0.2617)
H (-1.8828, 0.3765, -3.0854)
O (0.4747, -1.7885, 2.3720)
O (3.9237, -1.0033, -1.1236)
H (-0.4177, 1.5992, 3.8746)
H (0.8815, 0.5116, 0.9646)
H (3.1610, -0.4246, 1.4316)
H (-2.6384, 2.5851, -3.3377)
H (1.3492, -2.2627, -2.7275)
H (-2.9865, -1.6719, -2.3254)
H (-2.4084, 0.5463, -1.2813)
H (1.1114, 2.5056, 3.3510)
H (-0.8130, -3.4998, 1.0189)
O (3.7322, 0.3161, 1.2036)
H (2.7443, -3.9521, -0.1570)
O (-2.4287, -2.4491, -2.1572)
H (-2.9014, -2.8978, -1.4477)
H (1.8569, 2.0377, 2.0680)
H (2.1420, -3.9790, 1.2231)
O (2.4406, 1.4830, -2.0812)
C (-0.0798, 0.0723, 0.7383)
C (-0.5467, -0.9366, 1.7918)
H (-3.3478, -1.2703, 1.4041)
H (-0.8216, -0.5238, 2.8062)
H (-1.3217, 2.4638, 2.7905)
H (-0.6919, 0.9541, 0.9323)
H (0.7841, 3.6511, -0.1546)
C (-0.4615, 0.7435, -1.5525)
O (0.9959, 2.8224, 0.2813)
H (3.2489, 1.5204, -2.6078)
H (-0.1071, -2.2247, -2.3551)
O (0.7501, -2.5969, -2.0459)
H (-1.3038, -1.6255, 1.5062)
H (-1.4651, 3.0719, -1.9594)
O (2.8259, -3.5172, 0.7095)
O (-0.9987, 2.3415, 3.6891)
O (1.8806, 1.9452, 3.0300)
H (4.3113, -0.9298, -0.2235)
H (3.4957, 0.9864, 1.8448)
H (-0.0273, 1.7055, -1.2819)
H (0.4916, -0.9193, -0.9445)
O (-3.7588, -2.0038, 0.9363)
C (-2.2944, 2.4059, -2.3068)
H (2.6543, 0.7156, -1.5193)

Results
* HOMO energy (alpha / beta): -14.19 / -14.18 eV
* total energy: -1245.14740 Eh
* relative energy (zero: lowest compared OMol25 entry of this formula, charge and spin): 38.4 kcal per mole
* charge: +1
* multiplicity: 2
* largest force on an atom: 7.90 eV/A
* orbital gap (alpha / beta): 11.227 / 5.652 eV

Entry 3:
Below is a gas-phase ion, C2H6N3S (charge +1), with properties calculated with ωB97M-V/def2-TZVPD.

Geometry (Å):
N (-2.3193, -0.0333, 0.0984)
H (1.4308, -2.0238, -0.0275)
N (-0.8744, -0.5096, -0.0101)
H (-1.1898, -1.4497, 0.2046)
C (0.4527, -0.1348, 0.0965)
H (-2.8983, -0.4675, -0.5922)
H (1.2516, 1.6403, 1.1753)
H (-2.4413, 0.9485, -0.1807)
C (1.2178, 1.1152, 0.1079)
N (1.4298, -1.0086, -0.0010)
H (1.0428, 1.8560, -0.7867)
S (2.8976, 0.0674, -0.0844)

Results
* HOMO energy: -13.42 eV
* total energy: -641.87799 Eh
* SMILES: N/[NH+]=C1\CSN1
* relative energy (zero: lowest compared OMol25 entry of this formula, charge and spin): 86.4 kcal per mole
* charge: +1
* multiplicity: 1
* largest force on an atom: 3.42 eV/A
* orbital gap: 8.747 eV

Entry 4:
Below is 2 unconnected molecules or ions with the total composition C2H9N6, with properties calculated with ωB97M-V/def2-TZVPD.

Geometry (Å):
H (0.6687, -2.0808, -0.8690)
H (-0.4910, 0.7462, 0.7193)
C (-0.2728, 2.3920, 0.7692)
H (-0.1703, 4.5182, 1.2583)
H (-2.7988, -1.1458, -1.0928)
N (1.1639, -0.6169, 0.7322)
N (-0.1475, -0.2534, 0.4921)
H (-0.6555, -2.6004, -1.8184)
C (-0.8111, -0.9834, -0.4063)
H (-2.5466, -0.1579, 0.3458)
N (-0.1450, 3.4817, 1.0692)
H (1.4903, -0.2925, 1.6285)
H (2.5328, 0.6172, -0.2274)
H (2.5416, -0.9471, -0.5160)
N (-2.0773, -0.6307, -0.5361)
N (-0.2119, -1.8814, -1.1536)
N (1.9301, -0.1651, -0.3947)

Results
* HOMO energy: -13.31 eV
* total energy: -409.81465 Eh
* relative energy (zero: lowest compared OMol25 entry of this formula, charge and spin): 10.9 kcal per mole
* charge: +1
* multiplicity: 1
* largest force on an atom: 4.67 eV/A
* orbital gap: 10.757 eV